No. 1
Formula: C28H50ClN10O6Tl
Source: the OMol25 dataset
Level of theory: ωB97M-V/def2-TZVPD

net charge	-2
HOMO-LUMO gap (alpha / beta)	6.64 / 6.64	eV
energy above the lowest of the compared OMol25 structures with the same formula, charge and spin	3.5	kcal per mole
HOMO level (alpha / beta)	-0.0806 / -0.0826	hartree

Each line ends with the Mulliken charge.
Cartesian coordinates (Å):
Tl  0.072  0.850  -0.415  1.05
Cl  -3.896  0.219  -2.037  1.06
O  1.840  -0.169  1.040  0.81
O  -4.432  -1.045  -2.579  -0.71
O  -2.866  -0.152  -1.020  -0.80
O  1.352  0.150  -2.602  -1.10
O  -1.813  3.338  -1.434  -0.47
O  -4.980  0.908  -1.301  -0.67
N  -0.457  -2.337  -0.648  0.74
N  1.300  -3.860  -1.373  0.18
N  2.879  1.796  -1.447  0.55
N  -1.622  3.843  -0.287  0.31
N  -3.147  1.606  1.480  1.31
N  3.931  2.889  0.181  -0.61
N  -0.816  -4.746  -0.540  0.06
N  1.135  1.161  3.498  -0.13
N  -0.725  -3.614  -2.701  0.10
N  -1.329  -0.754  1.960  2.11
C  3.103  -0.449  0.915  0.03
C  -1.333  -4.682  -1.916  -0.73
C  -3.431  0.549  2.444  -1.37
C  5.877  -1.104  0.776  -0.93
C  0.724  -3.824  -2.719  -0.50
C  -2.776  -0.780  2.071  -1.05
C  1.174  -0.531  -4.908  -1.62
C  -4.154  2.649  1.530  -0.98
C  -0.589  -1.266  3.098  -0.77
C  1.556  2.468  3.011  -0.73
C  -0.119  1.432  -4.018  -1.02
C  0.994  -2.572  -0.727  0.30
C  0.640  -4.921  -0.621  -0.79
C  3.612  1.700  -0.316  -0.14
C  -3.995  3.676  0.416  -0.77
C  -0.230  1.101  3.986  0.14
C  5.387  0.075  0.229  -0.18
C  3.342  3.795  -0.663  -1.27
C  4.042  0.413  0.279  0.34
C  1.170  0.619  -3.901  0.47
C  4.975  -1.965  1.393  -0.85
C  -2.695  4.472  0.462  -0.64
C  2.689  3.136  -1.668  -0.08
C  -1.000  -2.337  -2.016  0.54
C  0.689  3.099  1.979  -0.46
C  3.632  -1.650  1.458  -0.61
C  -0.625  -0.333  4.312  -1.31
C  -1.068  -3.439  0.089  -0.65
H  1.654  3.152  3.874  0.46
H  0.444  -1.407  2.771  0.12
H  1.453  -1.768  -1.305  -0.13
H  6.932  -1.345  0.720  0.33
H  -0.971  -2.255  3.419  0.48
H  -0.301  1.714  4.895  0.39
H  -2.073  -2.164  -1.982  0.28
H  -3.187  -1.071  1.103  0.46
H  -0.128  2.252  -3.297  0.10
H  -0.251  1.851  -5.022  0.51
H  -4.084  3.148  2.508  0.36
H  -1.037  -1.221  1.108  -0.85
H  -2.413  -4.518  -1.877  0.35
H  1.112  -0.158  -5.936  0.48
H  1.139  3.798  1.282  0.38
H  -3.141  1.194  0.547  -0.73
H  2.127  3.497  -2.515  0.43
H  -0.383  2.957  1.969  0.00
H  -0.662  3.969  0.018  0.15
H  1.272  0.512  2.722  -0.16
H  1.413  -2.563  0.280  -0.86
H  2.094  -1.109  -4.802  0.38
H  -0.665  -3.457  1.107  0.21
H  0.323  -1.195  -4.737  0.20
H  -4.517  0.350  2.500  0.57
H  0.847  -5.883  -1.102  0.36
H  -2.854  5.484  0.065  0.38
H  -2.333  4.570  1.490  0.25
H  2.561  2.363  2.597  0.25
H  -2.148  -3.273  0.138  0.12
H  -3.121  0.879  3.443  0.35
H  -1.634  -0.330  4.738  0.38
H  -3.100  -1.534  2.810  0.22
H  -0.964  1.493  3.270  -0.36
H  -4.065  3.169  -0.548  0.37
H  0.049  -0.736  5.075  0.52
H  -0.525  -1.523  -2.563  -1.18
H  5.324  -2.896  1.829  0.39
H  -1.136  -5.643  -2.403  0.33
H  1.047  -4.939  0.393  0.36
H  -5.173  2.232  1.460  0.42
H  6.067  0.773  -0.248  0.43
H  2.938  -2.313  1.964  0.26
H  0.939  -4.773  -3.222  0.40
H  2.014  1.286  -4.178  0.48
H  3.423  4.860  -0.502  0.49
H  2.308  0.992  -2.017  0.26
H  -0.982  0.798  -3.790  0.04
H  1.190  -3.008  -3.273  0.04
H  -4.836  4.373  0.470  0.37

***

No. 2
Formula: C4H9NO2
Source: the OMol25 dataset
Level of theory: ωB97M-V/def2-TZVPD

HOMO-LUMO gap	9.75	eV
energy above the lowest of the compared OMol25 structures with the same formula, charge and spin	86.0	kcal per mole
HOMO level	-0.3258	hartree

Each line ends with the Mulliken charge.
Cartesian coordinates (Å):
O  1.681  0.259  1.921  -0.54
O  -0.147  0.067  -2.487  -0.50
N  -0.873  0.506  0.135  -0.34
C  0.510  0.570  -0.301  0.48
C  -2.078  -0.534  0.026  -0.87
C  0.809  0.344  -1.758  -0.11
C  1.265  -0.416  0.640  -0.66
H  0.705  -1.383  0.822  0.28
H  -2.950  -0.148  0.531  0.37
H  2.310  -0.754  0.223  0.31
H  -2.155  -1.009  -0.928  0.25
H  1.194  1.436  -0.073  0.15
H  -1.775  -1.206  0.820  0.31
H  0.952  0.312  2.529  0.30
H  1.857  0.515  -2.109  0.34
H  -1.304  1.441  0.010  0.23

***

No. 3
Formula: C6H10N2
Source: the OMol25 dataset
Level of theory: ωB97M-V/def2-TZVPD

HOMO-LUMO gap	9.14	eV
energy above the lowest of the compared OMol25 structures with the same formula, charge and spin	189.4	kcal per mole
HOMO level	-0.3192	hartree

Each line ends with the Mulliken charge.
Cartesian coordinates (Å):
N  -0.385  1.611  -0.584  -0.54
N  3.141  -0.126  -0.566  -0.57
C  -0.258  -0.995  1.442  -1.23
C  0.016  0.291  -0.929  0.05
C  0.625  0.040  0.472  1.04
C  0.313  1.473  0.724  -0.66
C  2.021  -0.278  -0.125  0.01
C  -0.827  -0.905  -1.242  -1.10
H  -1.229  -0.354  1.571  0.42
H  0.857  0.437  -1.746  0.35
H  -0.559  -2.202  1.200  0.23
H  -1.581  2.294  -0.808  0.33
H  1.415  1.995  0.749  0.24
H  -1.583  -0.855  -0.414  0.30
H  0.209  -1.121  2.439  0.33
H  -0.268  2.050  1.541  0.33
H  -0.407  -2.085  -1.298  0.23
H  -1.501  -1.270  -2.425  0.25

***

Number 1: DFT total energy -2728.36727 a.u.. Number 2: DFT total energy -362.94850 a.u.. Number 3: DFT total energy -343.83483 a.u..